Entry 1:
Entry from the OMol25 dataset: an isolated molecule of C5H12OS (ωB97M-V/def2-TZVPD).

Calculated values
Orbital gap: 9.70 eV
HOMO level: -8.92 eV
Energy: -671.092348 Ha

Each atom is followed by the atoms it is bonded to, with distances in Å.
CARTESIAN COORDINATES (ANGSTROEM)
1 C 2.11731 -0.54095 -0.34043  C2 1.539, H6 1.092, H7 1.110, H8 1.101
2 C 0.74951 0.01154 0.09656  C1 1.539, C3 1.509, C4 1.529, H9 1.096
3 C 0.85892 1.49635 0.34152  C2 1.509, H10 1.116, H11 1.093, H12 1.109
4 C -0.30315 -0.29999 -0.96762  C2 1.529, H13 1.092, H14 1.099, S19 1.819
5 C -2.26177 -0.93029 0.79634  H15 1.113, H16 1.094, H17 1.082, S19 1.819
6 H 2.02466 -1.59403 -0.61280  C1 1.092
7 H 2.92707 -0.45347 0.41324  C1 1.110
8 H 2.42245 -0.05018 -1.27703  C1 1.101
9 H 0.37794 -0.38699 1.04701  C2 1.096
10 H -0.14587 1.90425 0.60451  C3 1.116
11 H 1.22808 2.04808 -0.52737  C3 1.093
12 H 1.58598 1.76473 1.13518  C3 1.109
13 H -0.09932 0.31095 -1.84948  C4 1.092
14 H -0.47207 -1.33742 -1.28864  C4 1.099
15 H -1.84651 -1.95444 0.66549  C5 1.113
16 H -1.61815 -0.59500 1.61488  C5 1.094
17 H -3.30420 -0.98491 1.08137  C5 1.082
18 O -2.18112 1.50364 -0.23494  S19 1.494
19 S -2.05976 0.08814 -0.69780  C4 1.819, C5 1.819, O18 1.494

natural (NBO) charges, unit e, in atom order: atom 1 (C): -0.60, atom 2 (C): -0.24, atom 3 (C): -0.62, atom 4 (C): -0.60, atom 5 (C): -0.85, atom 6 (H): 0.20, atom 7 (H): 0.22, atom 8 (H): 0.21, atom 9 (H): 0.20, atom 10 (H): 0.25, atom 11 (H): 0.20, atom 12 (H): 0.21, atom 13 (H): 0.23, atom 14 (H): 0.22, atom 15 (H): 0.23, atom 16 (H): 0.23, atom 17 (H): 0.24, atom 18 (O): -0.99, atom 19 (S): 1.26

---

Entry 2:
Entry from the OMol25 dataset: a 2-piece molecular cluster, C5H12O overall (ωB97M-V/def2-TZVPD).

Calculated values
Orbital gap: 7.51 eV
HOMO level: -9.19 eV
Energy: -272.700517 Ha

Each atom is followed by the atoms it is bonded to, with distances in Å.
CARTESIAN COORDINATES (ANGSTROEM)
1 C 1.23553 1.29042 -0.39790  O2 1.320, C3 1.551, H7 1.144, H8 1.176
2 O 2.20274 0.50271 -0.82842  C1 1.320
3 C 0.61522 0.81770 0.94325  C1 1.551, C4 1.477, H10 1.170, H11 1.162
4 C -0.00982 -0.51842 1.01139  C3 1.477, C5 1.543, H12 1.163, H13 1.074
5 C -0.49376 -1.02763 -0.36222  C4 1.543, C6 1.475, H14 1.077, H15 1.095
6 C -1.75311 -0.54998 -0.96379  C5 1.475, H16 1.082, H17 1.102, H18 1.069
7 H 1.59994 2.35157 -0.17677  C1 1.144
8 H 0.44297 1.60066 -1.20893  C1 1.176
9 H 1.96218 -0.68208 0.68239  no bonds
10 H 1.40364 0.97106 1.79367  C3 1.170
11 H -0.32475 1.47040 1.14771  C3 1.162
12 H 0.57421 -1.26132 1.68968  C4 1.163
13 H -0.96095 -0.55955 1.50957  C4 1.074
14 H 0.24478 -0.73913 -1.09174  C5 1.077
15 H -0.45844 -2.12214 -0.36939  C5 1.095
16 H -1.73437 0.31469 -1.61355  C6 1.082
17 H -2.49120 -0.52021 -0.14652  C6 1.102
18 H -2.05482 -1.33875 -1.61843  C6 1.069

natural (NBO) charges, unit e, in atom order: atom 1 (C): -0.08, atom 2 (O): -0.57, atom 3 (C): -0.46, atom 4 (C): -0.48, atom 5 (C): -0.42, atom 6 (C): -0.61, atom 7 (H): 0.14, atom 8 (H): 0.15, atom 9 (H): 0.33, atom 10 (H): 0.23, atom 11 (H): 0.22, atom 12 (H): 0.22, atom 13 (H): 0.26, atom 14 (H): 0.23, atom 15 (H): 0.21, atom 16 (H): 0.21, atom 17 (H): 0.19, atom 18 (H): 0.22

---

Entry 3:
Entry from the OMol25 dataset: an isolated molecule of C5H6N2 (ωB97M-V/def2-TZVPD).

Calculated values
Orbital gap: 7.78 eV
HOMO level: -7.48 eV
Energy: -303.500849 Ha
SMILES: C1=CC=NNC=C1

Each atom is followed by the atoms it is bonded to, with distances in Å.
CARTESIAN COORDINATES (ANGSTROEM)
1 C 0.18059 1.25629 1.76367  C2 1.351, C7 1.543, H8 1.087
2 C 0.92928 0.15111 1.97340  C1 1.351, C3 1.392, H9 1.050
3 C 1.64855 -0.51952 0.98762  C2 1.392, N4 1.319, H10 1.107
4 N 1.25424 -0.81497 -0.23536  C3 1.319, N5 1.350
5 N 0.10552 -0.31492 -0.73948  N4 1.350, C6 1.371, H11 1.054
6 C 0.05322 1.05479 -0.77394  N5 1.371, C7 1.278, H12 1.103
7 C -0.14839 1.68583 0.31857  C1 1.543, C6 1.278, H13 1.179
8 H -0.13702 1.73946 2.68426  C1 1.087
9 H 1.25564 0.07375 2.96833  C2 1.050
10 H 2.66760 -0.89733 1.19662  C3 1.107
11 H -0.35200 -0.80730 -1.55122  N5 1.054
12 H -0.12248 1.47653 -1.77739  C6 1.103
13 H -0.45546 2.79559 0.06422  C7 1.179

natural (NBO) charges, unit e, in atom order: atom 1 (C): -0.15, atom 2 (C): -0.27, atom 3 (C): -0.01, atom 4 (N): -0.21, atom 5 (N): -0.52, atom 6 (C): -0.01, atom 7 (C): -0.25, atom 8 (H): 0.22, atom 9 (H): 0.21, atom 10 (H): 0.21, atom 11 (H): 0.38, atom 12 (H): 0.20, atom 13 (H): 0.21

---

Entry 4:
Entry from the OMol25 dataset: a 3-piece molecular cluster, CH8O3 overall (ωB97M-V/def2-TZVPD).

Calculated values
Orbital gap: 11.55 eV
HOMO level: -10.87 eV
Energy: -268.592054 Ha
SMILES: CO.O.O

Each atom is followed by the atoms it is bonded to, with distances in Å.
CARTESIAN COORDINATES (ANGSTROEM)
1 C 2.63962 0.12485 -0.91023  O2 1.446, H3 1.093, H4 1.088, H5 1.091
2 O 2.02534 -0.47753 0.25249  C1 1.446, H6 0.959
3 H 2.66817 1.20932 -0.77672  C1 1.093
4 H 3.67511 -0.18744 -1.03254  C1 1.088
5 H 1.99258 -0.09837 -1.75994  C1 1.091
6 H 2.60192 -1.19269 0.52935  O2 0.959
7 O -4.31955 -0.07199 0.36950  H8 0.968, H9 0.963
8 H -3.37035 -0.25689 0.31713  O7 0.968
9 H -4.63949 -0.16697 -0.53346  O7 0.963
10 O -1.34711 0.43669 0.89010  H11 0.967, H12 0.965
11 H -0.38393 0.37966 0.82929  O10 0.967
12 H -1.54231 0.30136 1.82504  O10 0.965

natural (NBO) charges, unit e, in atom order: atom 1 (C): -0.26, atom 2 (O): -0.74, atom 3 (H): 0.18, atom 4 (H): 0.17, atom 5 (H): 0.18, atom 6 (H): 0.47, atom 7 (O): -0.95, atom 8 (H): 0.49, atom 9 (H): 0.46, atom 10 (O): -0.96, atom 11 (H): 0.49, atom 12 (H): 0.47

---

Entry 5:
Entry from the OMol25 dataset: a 11-piece molecular cluster, C17H56O11 overall (ωB97M-V/def2-TZVPD).

Calculated values
Orbital gap: 9.99 eV
HOMO level: -9.52 eV
Energy: -1508.740260 Ha
SMILES: CCO.CCO.CCO.CCO.CCO.CCO.CO.CO.CO.CO.CO

Each atom is followed by the atoms it is bonded to, with distances in Å.
CARTESIAN COORDINATES (ANGSTROEM)
1 C -1.72756 0.76553 -5.33132  C2 1.557, H4 1.090, H5 1.090, H6 1.090
2 C -0.27673 0.76114 -4.76655  C1 1.557, O3 1.432, H7 1.090, H8 1.090
3 O -0.28759 1.53127 -3.55904  C2 1.432, H9 0.960
4 H -2.03559 1.80308 -5.46057  C1 1.090
5 H -2.45654 0.16278 -4.78967  C1 1.090
6 H -1.68314 0.33922 -6.33351  C1 1.090
7 H 0.42242 1.23808 -5.45345  C2 1.090
8 H 0.14289 -0.22060 -4.54696  C2 1.090
9 H 0.50641 1.44414 -3.02652  O3 0.960
10 C 4.55884 -0.48073 0.55460  C11 1.538, H13 1.090, H14 1.090, H15 1.090
11 C 5.97392 0.01192 0.90159  C10 1.538, O12 1.411, H16 1.090, H17 1.090
12 O 5.96213 1.37583 1.26440  C11 1.411, H18 0.960
13 H 4.43308 -1.47073 0.11622  C10 1.090
14 H 4.18264 0.26370 -0.14711  C10 1.090
15 H 3.94910 -0.35701 1.44958  C10 1.090
16 H 6.57674 -0.08878 -0.00094  C11 1.090
17 H 6.48306 -0.65747 1.59498  C11 1.090
18 H 6.82315 1.63520 1.60051  O12 0.960
19 C -1.07290 2.80468 2.77865  C20 1.524, H22 1.090, H23 1.090, H24 1.090
20 C -0.55900 3.80168 3.81036  C19 1.524, O21 1.409, H25 1.090, H26 1.090
21 O 0.73805 4.18742 3.41748  C20 1.409, H27 0.960
22 H -1.19184 3.18649 1.76466  C19 1.090
23 H -2.02607 2.42956 3.15128  C19 1.090
24 H -0.43490 1.92653 2.67912  C19 1.090
25 H -0.57784 3.43520 4.83673  C20 1.090
26 H -1.25571 4.63995 3.80744  C20 1.090
27 H 1.21484 4.43557 4.21291  O21 0.960
28 C -1.69783 -2.13784 -2.90739  C29 1.521, H31 1.090, H32 1.090, H33 1.090
29 C -1.22822 -3.41536 -2.22882  C28 1.521, O30 1.406, H34 1.090, H35 1.090
30 O -0.72592 -4.27045 -3.22608  C29 1.406, H36 0.960
31 H -2.46961 -2.32114 -3.65496  C28 1.090
32 H -0.82676 -1.74826 -3.43424  C28 1.090
33 H -2.22081 -1.48627 -2.20735  C28 1.090
34 H -2.06161 -3.93782 -1.75915  C29 1.090
35 H -0.41402 -3.26051 -1.52087  C29 1.090
36 H -0.60627 -5.15874 -2.88224  O30 0.960
37 C -3.59204 -4.86027 1.21898  C38 1.570, H40 1.090, H41 1.090, H42 1.090
38 C -3.30813 -3.31782 1.15542  C37 1.570, O39 1.352, H43 1.090, H44 1.090
39 O -3.98500 -2.72833 0.14375  C38 1.352, H45 0.960
40 H -3.33327 -5.24533 2.20531  C37 1.090
41 H -3.00375 -5.31594 0.42250  C37 1.090
42 H -4.64956 -5.09297 1.09409  C37 1.090
43 H -2.23419 -3.18235 1.02730  C38 1.090
44 H -3.71287 -2.84644 2.05101  C38 1.090
45 H -3.77751 -1.79115 0.15926  O39 0.960
46 C 0.23188 4.73907 -1.37649  C47 1.521, H49 1.090, H50 1.090, H51 1.090
47 C 0.89740 4.34993 -0.06557  C46 1.521, O48 1.449, H52 1.090, H53 1.090
48 O 0.47814 5.34829 0.89699  C47 1.449, H54 0.960
49 H 0.65431 5.64080 -1.81981  C46 1.090
50 H -0.82983 4.89681 -1.18679  C46 1.090
51 H 0.26029 3.94504 -2.12269  C46 1.090
52 H 1.98597 4.31426 -0.10843  C47 1.090
53 H 0.62510 3.32488 0.18586  C47 1.090
54 H 0.47368 4.82732 1.70332  O48 0.960
55 C 0.22061 0.33791 -0.02019  O56 1.399, H57 1.090, H58 1.090, H59 1.090
56 O -0.42778 -0.62942 0.75476  C55 1.399, H60 0.960
57 H 0.21419 -0.04557 -1.04048  C55 1.090
58 H -0.28490 1.29922 -0.11204  C55 1.090
59 H 1.23577 0.48111 0.35002  C55 1.090
60 H -1.34872 -0.57279 0.48972  O56 0.960
61 C 1.64314 -2.94429 1.84621  O62 1.392, H63 1.090, H64 1.090, H65 1.090
62 O 0.47932 -3.21369 1.13175  C61 1.392, H66 0.960
63 H 2.10564 -1.98242 1.62483  C61 1.090
64 H 1.37457 -2.99147 2.90155  C61 1.090
65 H 2.36277 -3.75517 1.73349  C61 1.090
66 H 0.06239 -2.35964 0.99617  O62 0.960
67 C -0.38796 -1.37012 3.98805  O68 1.442, H69 1.090, H70 1.090, H71 1.090
68 O 0.71801 -1.62071 4.87958  C67 1.442, H72 0.960
69 H -1.26743 -1.10893 4.57662  C67 1.090
70 H -0.16327 -0.51479 3.35085  C67 1.090
71 H -0.68980 -2.25860 3.43343  C67 1.090
72 H 0.66812 -2.48972 5.28448  O68 0.960
73 C -3.55470 0.32276 0.89932  O74 1.409, H75 1.090, H76 1.090, H77 1.090
74 O -2.94085 -0.16231 -0.27249  C73 1.409, H78 0.960
75 H -3.72434 -0.40942 1.68877  C73 1.090
76 H -2.81685 1.03321 1.27208  C73 1.090
77 H -4.50313 0.79968 0.65208  C73 1.090
78 H -2.79067 0.55231 -0.89568  O74 0.960
79 C 2.69383 0.59980 -2.76666  O80 1.441, H81 1.090, H82 1.090, H83 1.090
80 O 2.38717 1.97184 -2.45099  C79 1.441, H84 0.960
81 H 3.76183 0.38412 -2.79747  C79 1.090
82 H 2.22840 -0.15214 -2.12943  C79 1.090
83 H 2.34521 0.29407 -3.75312  C79 1.090
84 H 3.08818 2.33204 -1.90286  O80 0.960

Löwdin charges, unit e, in atom order: atom 1 (C): -0.07, atom 2 (C): -0.30, atom 3 (O): -0.11, atom 4 (H): 0.07, atom 5 (H): 0.06, atom 6 (H): 0.07, atom 7 (H): 0.11, atom 8 (H): 0.08, atom 9 (H): 0.01, atom 10 (C): -0.08, atom 11 (C): -0.33, atom 12 (O): -0.07, atom 13 (H): 0.08, atom 14 (H): 0.05, atom 15 (H): 0.07, atom 16 (H): 0.10, atom 17 (H): 0.11, atom 18 (H): 0.08, atom 19 (C): -0.08, atom 20 (C): -0.30, atom 21 (O): -0.08, atom 22 (H): 0.07, atom 23 (H): 0.07, atom 24 (H): 0.07, atom 25 (H): 0.12, atom 26 (H): 0.11, atom 27 (H): 0.10, atom 28 (C): -0.06, atom 29 (C): -0.31, atom 30 (O): -0.08, atom 31 (H): 0.08, atom 32 (H): 0.06, atom 33 (H): 0.06, atom 34 (H): 0.10, atom 35 (H): 0.10, atom 36 (H): 0.08, atom 37 (C): -0.05, atom 38 (C): -0.36, atom 39 (O): -0.07, atom 40 (H): 0.07, atom 41 (H): 0.06, atom 42 (H): 0.07, atom 43 (H): 0.10, atom 44 (H): 0.10, atom 45 (H): 0.02, atom 46 (C): -0.08, atom 47 (C): -0.30, atom 48 (O): -0.09, atom 49 (H): 0.08, atom 50 (H): 0.07, atom 51 (H): 0.05, atom 52 (H): 0.11, atom 53 (H): 0.08, atom 54 (H): 0.01, atom 55 (C): -0.13, atom 56 (O): -0.14, atom 57 (H): 0.07, atom 58 (H): 0.07, atom 59 (H): 0.09, atom 60 (H): 0.03, atom 61 (C): -0.17, atom 62 (O): -0.14, atom 63 (H): 0.07, atom 64 (H): 0.05, atom 65 (H): 0.08, atom 66 (H): 0.01, atom 67 (C): -0.15, atom 68 (O): -0.13, atom 69 (H): 0.07, atom 70 (H): 0.06, atom 71 (H): 0.07, atom 72 (H): 0.07, atom 73 (C): -0.10, atom 74 (O): -0.15, atom 75 (H): 0.09, atom 76 (H): 0.07, atom 77 (H): 0.10, atom 78 (H): 0.11, atom 79 (C): -0.14, atom 80 (O): -0.12, atom 81 (H): 0.08, atom 82 (H): 0.07, atom 83 (H): 0.07, atom 84 (H): 0.08